One molecule with the formula C3H4N2O in a non-equilibrium geometry, computed with the ωB97M-V functional and the def2-TZVPD basis.

Atoms and positions in Å:
O (2.090, -0.058, -0.177)
C (0.760, 0.104, 0.057)
C (-0.287, -0.810, 0.248)
N (-1.443, -0.106, 0.436)
N (-1.250, 1.174, 0.054)
C (-0.032, 1.085, -0.532)
H (2.516, -0.538, 0.547)
H (-0.261, -1.824, -0.115)
H (-2.193, -0.367, 1.069)
H (0.099, 1.341, -1.586)

- LUMO: 0.7475 eV
- M: 84.08 g/mol
- E_HOMO: -0.29768 Ha
- Charge: 0
- Energy above the lowest of the compared OMol25 structures with the same formula, charge and spin: 96.8 kcal/mol
- SMILES: Oc1cn[nH]c1

One molecule with the formula C5H10N2O in a non-equilibrium geometry, computed with the ωB97M-V functional and the def2-TZVPD basis.

Atoms and positions in Å:
C (0.236, 1.657, 0.112)
C (-0.800, 0.883, 0.271)
C (1.513, 0.927, -0.390)
C (0.609, -1.606, 0.725)
C (-2.074, 0.304, 0.390)
N (1.148, -0.267, -1.067)
N (0.218, -1.022, -0.493)
O (-2.395, -0.475, -0.780)
H (0.249, 2.759, 0.260)
H (2.044, 1.680, -1.191)
H (2.161, 0.846, 0.508)
H (0.022, -2.577, 0.851)
H (1.778, -1.960, 0.596)
H (0.542, -0.979, 1.506)
H (-2.706, 1.234, 0.406)
H (-2.031, -0.396, 1.213)
H (1.080, -0.099, -2.102)
H (-1.593, -0.909, -0.814)

- LUMO (spin up / spin down): 0.4568 / 0.4558 eV
- M: 114.15 g/mol
- E_HOMO (spin up / spin down): -0.28285 / -0.28266 Ha
- Charge: 0
- Energy above the lowest of the compared OMol25 structures with the same formula, charge and spin: 152.0 kcal/mol

A 2-piece molecular cluster, C25H22IO4 overall in a non-equilibrium geometry, computed with the ωB97M-V functional and the def2-TZVPD basis.

Atoms and positions in Å:
C (-0.131, 0.441, 3.349)
C (-1.436, -0.139, 3.403)
C (-2.588, 0.731, 3.407)
C (-3.891, 0.240, 3.446)
C (-4.123, -1.143, 3.482)
C (-3.035, -2.024, 3.476)
C (-1.728, -1.536, 3.438)
C (1.174, -0.139, 3.396)
C (2.327, 0.731, 3.403)
C (3.629, 0.242, 3.447)
C (3.862, -1.142, 3.483)
C (2.774, -2.023, 3.476)
C (1.467, -1.535, 3.431)
H (-0.131, 1.526, 3.256)
H (-2.427, 1.806, 3.366)
H (-4.743, 0.932, 3.446)
H (-5.144, -1.528, 3.509)
H (-3.207, -3.105, 3.497)
H (-0.914, -2.244, 3.420)
H (2.166, 1.807, 3.365)
H (4.482, 0.933, 3.453)
H (4.883, -1.527, 3.515)
H (2.946, -3.104, 3.501)
H (0.653, -2.244, 3.414)
C (2.289, 2.522, -2.886)
C (1.028, 3.337, -2.659)
C (1.251, 4.835, -2.873)
O (-0.011, 2.960, -3.584)
C (-0.635, 1.752, -3.373)
O (-1.229, 1.213, -4.294)
C (-0.569, 1.234, -2.012)
I (-2.016, -0.152, -1.506)
C (-1.339, -1.807, -2.713)
C (-2.186, -2.339, -3.684)
C (-1.734, -3.438, -4.437)
C (-0.449, -3.954, -4.223)
C (0.402, -3.364, -3.282)
C (-0.043, -2.271, -2.516)
C (-0.063, 2.046, -0.924)
O (-0.200, 1.792, 0.257)
O (0.568, 3.211, -1.293)
H (2.118, 1.451, -2.739)
H (2.643, 2.698, -3.908)
H (3.058, 2.867, -2.186)
H (0.306, 5.355, -2.702)
H (1.996, 5.205, -2.168)
H (1.582, 5.024, -3.896)
H (-3.167, -1.903, -3.864)
H (-2.388, -3.881, -5.188)
H (-0.104, -4.817, -4.801)
H (1.414, -3.738, -3.133)
H (0.615, -1.789, -1.795)

- LUMO: -5.7738 eV
- M: 513.35 g/mol
- E_HOMO: -0.39133 Ha
- Charge: +1

C33H23Br2N5O3PtS as an isolated structure in a non-equilibrium geometry, computed with the ωB97M-V functional and the def2-TZVPD basis.

Atoms and positions in Å:
Pt (-1.090, 1.137, -1.179)
Br (-0.793, -5.074, 4.760)
C (0.411, -3.609, 4.930)
C (1.186, -3.240, 3.837)
C (1.952, -2.103, 3.907)
C (1.945, -1.300, 5.074)
C (1.256, -1.775, 6.212)
C (0.481, -2.908, 6.131)
N (2.503, -0.079, 5.123)
N (2.994, 0.510, 4.106)
C (2.412, 0.953, 3.016)
C (3.195, 1.396, 1.925)
C (2.648, 1.573, 0.684)
C (1.281, 1.322, 0.413)
O (0.879, 1.290, -0.813)
C (0.422, 1.127, 1.551)
N (-0.910, 1.121, 1.359)
C (-1.719, 1.074, 2.389)
C (-1.270, 0.997, 3.706)
C (0.089, 0.947, 3.931)
C (0.973, 0.998, 2.854)
H (1.187, -3.845, 2.942)
H (2.560, -1.799, 3.066)
H (1.297, -1.206, 7.127)
H (-0.080, -3.257, 6.986)
H (4.255, 1.523, 2.069)
H (3.267, 1.888, -0.142)
H (-2.779, 1.112, 2.163)
H (-1.971, 0.982, 4.524)
H (0.477, 0.893, 4.939)
Br (-3.803, -1.476, -1.308)
C (-4.145, 0.396, -1.272)
C (-5.479, 0.747, -1.160)
C (-5.823, 2.090, -1.122)
C (-4.793, 3.012, -1.177)
C (-3.485, 2.577, -1.291)
N (-3.134, 1.270, -1.356)
C (-2.364, 3.629, -1.309)
O (-2.684, 4.802, -1.343)
O (-1.190, 3.157, -1.278)
H (-6.227, -0.028, -1.114)
H (-6.854, 2.394, -1.039)
H (-4.948, 4.079, -1.125)
N (-0.848, -0.925, -1.234)
S (0.018, -1.845, -2.222)
C (-0.334, -1.093, -3.822)
C (-1.475, -0.333, -3.997)
C (-1.661, 0.357, -5.185)
C (-0.720, 0.261, -6.196)
C (0.379, -0.569, -6.043)
C (0.575, -1.255, -4.857)
C (1.757, -1.311, -2.111)
C (2.615, -2.148, -1.416)
C (3.928, -1.753, -1.210)
C (4.365, -0.530, -1.693)
C (3.499, 0.291, -2.396)
C (2.188, -0.093, -2.609)
H (-0.963, -1.389, -0.340)
H (-2.223, -0.293, -3.224)
H (-2.536, 0.976, -5.308)
H (-0.847, 0.833, -7.103)
H (1.095, -0.670, -6.845)
H (1.439, -1.889, -4.725)
H (2.256, -3.099, -1.044)
H (4.615, -2.398, -0.681)
H (5.383, -0.214, -1.515)
H (3.848, 1.238, -2.773)
H (1.514, 0.552, -3.148)

- Spin multiplicity: 3
- LUMO (spin up / spin down): -0.3073 / -0.7049 eV
- M: 924.53 g/mol
- E_HOMO (spin up / spin down): -0.22682 / -0.28197 Ha
- Charge: 0
- Energy above the lowest of the compared OMol25 structures with the same formula, charge and spin: 21.7 kcal/mol
- <S²>: 2.10

One molecule with the formula CH4N2O3 in a non-equilibrium geometry, computed with the ωB97M-V functional and the def2-TZVPD basis.

Atoms and positions in Å:
N (-0.344, 0.056, -0.230)
C (1.008, 0.388, 0.425)
N (-1.003, -1.088, 0.219)
O (-0.265, -0.086, -1.652)
O (0.844, 1.678, 0.435)
O (1.791, -0.371, 0.907)
H (0.252, 0.675, -1.962)
H (-0.336, 1.425, 0.416)
H (-0.336, -1.822, 0.447)
H (-1.610, -0.854, 0.994)

- LUMO: 0.4445 eV
- M: 92.05 g/mol
- E_HOMO: -0.37070 Ha
- Charge: 0
- Energy above the lowest of the compared OMol25 structures with the same formula, charge and spin: 37.1 kcal/mol
- SMILES: NN(O)C(=O)O